One molecule with the formula C5H11NO. Source: OMol25; level of theory: ωB97M-V with the def2-TZVPD basis set.

Last columns: bonded neighbours and bond lengths (Å).
Atoms and positions in Å:
1 C 0.337 -0.984 1.140  N2 1.371, O7 1.203, H8 1.119
2 N 0.442 -0.044 0.147  C1 1.371, C3 1.466, C5 1.448
3 C 0.360 -0.621 -1.199  N2 1.466, C4 1.564, H9 1.093, H10 1.094
4 C -0.836 -0.109 -2.068  C3 1.564, H11 1.098, H12 1.097, H13 1.088
5 C 0.527 1.389 0.334  N2 1.448, C6 1.541, H14 1.110, H15 1.100
6 C -0.723 2.045 0.953  C5 1.541, H16 1.090, H17 1.104, H18 1.082
7 O 0.185 -2.175 1.078  C1 1.203
8 H 0.402 -0.397 2.091  C1 1.119
9 H 0.069 -1.671 -1.128  C3 1.093
10 H 1.331 -0.580 -1.701  C3 1.094
11 H -1.274 -0.909 -2.680  C4 1.098
12 H -0.475 0.649 -2.774  C4 1.097
13 H -1.586 0.383 -1.452  C4 1.088
14 H 1.361 1.563 1.046  C5 1.110
15 H 0.700 1.819 -0.664  C5 1.100
16 H -1.133 1.378 1.710  C6 1.090
17 H -0.387 3.001 1.390  C6 1.104
18 H -1.458 2.328 0.211  C6 1.082

Calculated values
relative energy (zero: lowest compared OMol25 entry of this formula, charge and spin): 25.1 kcal per mole
frontier orbital gap: 10.2244 eV
multiplicity: 1
HOMO energy: -9.313 eV
E_LUMO: 0.91 eV

Mulliken population analysis, charges in e, atoms 1 to 8: C 0.089; N 0.115; C -0.514; C -0.996; C -0.576; C -0.968; O -0.562; H 0.288

=====

A 2-piece molecular cluster, C7H14N2O2S overall. Source: OMol25; level of theory: ωB97M-V with the def2-TZVPD basis set.

Last columns: bonded neighbours and bond lengths (Å).
Atoms and positions in Å:
1 C -1.704 -1.382 -0.044  C3 1.562, C6 1.547, H13 1.184, H14 1.117
2 C -2.345 1.040 -0.191  C4 1.587, C6 1.621, H15 1.207, H16 1.010
3 C -0.734 -0.895 1.079  C1 1.562, C7 1.488, H17 1.196, H18 1.135
4 C -1.154 1.499 0.753  C2 1.587, C7 1.453, H19 1.179, H20 1.161
5 C -0.232 0.191 -1.037  C6 1.493, C7 1.507, H21 1.144, H22 1.139
6 C -1.678 -0.182 -1.021  C1 1.547, C2 1.621, C5 1.493, H23 1.030
7 C -0.277 0.378 0.458  C3 1.488, C4 1.453, C5 1.507
8 N 4.155 -0.008 0.570  S12 1.540, H24 0.991
9 N 1.723 0.720 1.071  S12 1.509
10 O 2.569 0.574 -1.421  S12 1.630, H25 0.983
11 O 2.387 -1.478 -0.295  S12 1.612, H26 1.000
12 S 2.684 0.052 0.120  N8 1.540, N9 1.509, O10 1.630, O11 1.612
13 H -1.329 -2.361 -0.592  C1 1.184
14 H -2.787 -1.521 0.190  C1 1.117
15 H -3.136 0.492 0.538  C2 1.207
16 H -2.699 1.753 -0.812  C2 1.010
17 H -1.475 -0.574 1.961  C3 1.196
18 H 0.048 -1.643 1.422  C3 1.135
19 H -0.804 2.546 0.341  C4 1.179
20 H -1.555 1.709 1.822  C4 1.161
21 H 0.201 -0.771 -1.480  C5 1.144
22 H 0.129 1.185 -1.460  C5 1.139
23 H -2.165 -0.530 -1.859  C6 1.030
24 H 4.480 0.757 1.109  N8 0.991
25 H 3.489 0.469 -1.751  O10 0.983
26 H 2.213 -2.017 0.529  O11 1.000

Calculated values
relative energy (zero: lowest compared OMol25 entry of this formula, charge and spin): 143.2 kcal per mole
frontier orbital gap: 9.0061 eV
multiplicity: 1
HOMO energy: -8.653 eV
E_LUMO: 0.35 eV

Mulliken population analysis, charges in e, atoms 1 to 8: C -0.887; C -0.631; C -0.417; C -1.012; C -0.694; C -0.412; C 0.944; N -0.760

=====

Number 1: E_tot -8900.6097 eV. Number 2: E_tot -25390.2052 eV.